# 1
15
Properties=species:S:1:pos:R:3 method="wB97M-V/def2-TZVPD" e_homo_ev=-8.78 e_tot_ha=-362.7328 homo_lumo_gap_ev=9.498
C -0.474 -2.310 -0.986
C 0.025 -1.062 -0.372
C -0.755 -0.146 0.314
C -0.007 1.160 0.827
C -0.513 2.695 1.160
N -0.681 3.767 1.506
C 1.202 0.933 -0.149
O 1.252 -0.458 -0.582
H 0.329 -2.973 -1.291
H -1.073 -2.055 -1.863
H -1.129 -2.821 -0.282
H -1.772 -0.318 0.623
H 0.330 0.912 1.848
H 1.089 1.540 -1.055
H 2.176 1.136 0.301

# 2
15
Properties=species:S:1:pos:R:3 method="wB97M-V/def2-TZVPD" e_homo_ev=-8.37 e_tot_ha=-362.6335 homo_lumo_gap_ev=9.408
C -1.719 -0.844 1.123
C -0.775 -1.797 0.824
C -0.169 0.412 -0.430
C 0.490 0.505 -1.617
C 1.717 1.467 -1.306
C 1.431 1.790 0.097
H -2.835 -1.191 1.392
H -1.545 -0.035 1.898
H -1.033 -2.971 0.236
H 0.192 -1.819 1.301
H 0.152 0.003 -2.592
H 2.442 1.895 -2.139
H 2.210 2.209 0.862
N -0.988 -0.715 -0.190
O 0.433 1.092 0.541

# 3
16
Properties=species:S:1:pos:R:3 method="wB97M-V/def2-TZVPD" e_homo_ev=-8.12 e_tot_ha=-437.9472 homo_lumo_gap_ev=9.135
N -1.907 0.588 0.818
C -0.682 0.213 0.333
C -0.241 0.251 -1.161
C 0.787 -0.880 -1.201
O 0.805 -1.591 0.018
C 0.182 -0.865 1.019
C 0.621 0.558 1.063
O 1.663 0.899 0.173
C 1.255 0.500 -1.137
H -2.747 0.209 0.368
H -2.075 0.476 1.823
H -0.947 0.518 -1.923
H 0.949 -1.443 -2.117
H -0.081 -1.386 1.901
H 0.666 1.078 2.035
H 1.750 0.878 -2.012

# 4
17
Properties=species:S:1:pos:R:3 method="wB97M-V/def2-TZVPD" e_homo_ev="-8.41 / -8.41" e_tot_ha=-513.1321 homo_lumo_gap_ev="8.723 / 8.722"
O 0.579 0.318 1.837
C 0.316 0.734 0.516
C 1.476 0.258 -0.377
O 2.064 0.952 -1.169
N 0.426 -1.376 -1.148
C -0.832 -0.964 -0.808
C -0.966 0.160 -0.053
C -2.204 0.840 0.116
C -3.268 1.382 0.341
H 1.245 0.885 2.239
H 0.278 1.835 0.454
H 0.585 -1.836 -2.033
H -1.645 -1.320 -1.442
H -4.171 1.957 0.438
H 2.209 -1.024 1.188
O 2.504 -0.972 0.266
H 1.405 -1.828 -0.367